Below is C28H78FeN4O19PY as an isolated structure at a distorted geometry, with properties calculated with ωB97M-V/def2-TZVPD.

```
132
Properties=species:S:1:pos:R:3:forces:R:3:lowdin_charge:R:1
Fe 6.92797 15.79628 -7.93930 0.67 2.26 -3.64 0.71
Y 5.10021 13.59378 -3.29205 0.74 0.73 -0.49 1.80
P 6.07250 14.83988 -5.67760 -0.10 -0.14 -2.04 0.20
O 6.70779 14.44533 -4.33821 1.84 -0.32 0.32 -0.40
O 6.29631 16.25215 -6.10580 -0.62 1.58 2.37 -0.32
O 4.59109 14.59387 -5.22621 -0.43 -0.86 0.52 -0.38
O 6.55757 14.18341 -7.01740 -1.50 -2.57 3.79 -0.34
C 9.64039 19.16968 -8.74138 2.25 -1.31 0.07 -0.02
C 9.09646 17.72243 -8.58731 0.17 2.51 0.48 -0.38
C 9.82756 16.73472 -7.78937 1.59 -1.10 -0.62 -0.13
O 8.98519 15.54714 -7.85142 1.64 0.19 0.80 -0.26
C 9.54637 14.39716 -7.22159 -0.51 -0.65 0.41 -0.05
N 7.74270 17.79851 -8.00539 0.28 -0.23 -2.03 0.07
H 10.66875 19.06722 -9.08788 0.29 -0.20 -0.54 0.08
H 9.89336 19.72709 -7.83950 -1.19 0.28 0.23 0.09
H 9.16590 19.67825 -9.58061 -0.42 0.28 0.57 0.08
H 9.15784 17.40185 -9.62729 -1.16 -0.55 0.05 0.13
H 10.15563 17.06235 -6.80291 -0.69 -0.27 0.51 0.13
H 10.74962 16.47694 -8.31039 0.23 -0.09 -0.02 0.14
H 10.47318 14.01731 -7.65149 0.06 0.45 -0.33 0.11
H 8.79326 13.61287 -7.29779 0.17 0.01 -0.25 0.07
H 9.68979 14.55308 -6.15238 0.20 0.36 0.12 0.09
H 7.69653 18.25224 -7.10422 0.48 0.22 0.39 0.09
H 7.36936 18.46544 -8.66563 -1.42 -0.15 0.25 0.07
C 8.12074 13.20691 -11.50609 -0.21 -0.08 -0.46 -0.04
C 7.98254 14.63877 -10.89222 0.70 -1.87 -0.38 -0.34
C 7.70847 15.64293 -11.98578 -0.95 1.45 -1.24 -0.17
O 8.11390 16.99101 -11.68119 0.63 -0.61 0.76 -0.20
C 7.38054 18.02159 -12.31304 -0.47 -0.61 0.39 -0.09
N 6.96449 14.50328 -9.82752 0.29 0.71 -0.14 0.05
H 8.76600 13.06637 -12.37327 -0.14 0.70 -0.30 0.08
H 7.10416 12.91110 -11.76528 -0.03 -0.25 -0.37 0.08
H 8.50392 12.40991 -10.86886 -0.16 0.45 0.81 0.08
H 8.96004 14.85184 -10.45957 -0.12 0.47 0.25 0.14
H 6.69427 15.75490 -12.36912 -1.02 -0.53 1.04 0.12
H 8.07589 15.31583 -12.95846 1.34 -0.10 0.15 0.13
H 7.61923 18.97176 -11.83523 0.58 -0.02 -0.38 0.09
H 6.32391 17.90582 -12.07172 -0.31 -0.16 -0.38 0.06
H 7.51336 17.98717 -13.39436 0.10 0.39 -0.03 0.10
H 7.13219 13.62644 -9.35515 1.10 -0.23 0.49 0.03
H 6.14051 14.08664 -10.23688 -0.97 0.88 -0.68 0.07
C 3.39310 16.42463 -10.33133 0.56 0.99 -0.93 -0.01
C 4.71211 17.16267 -9.86230 -2.23 -0.64 -0.17 -0.32
C 4.50863 18.66586 -9.63782 -0.84 -1.50 -0.11 -0.20
O 5.73874 19.19881 -9.30918 -0.02 -0.63 -0.48 -0.24
C 5.77196 20.58647 -9.23663 1.11 0.12 -0.23 -0.07
N 5.04566 16.52454 -8.58098 -0.11 -0.21 0.02 0.03
H 3.53035 15.35593 -10.49612 0.39 -0.09 0.37 0.07
H 3.06597 16.77227 -11.31125 -0.05 0.30 -0.07 0.08
H 2.55322 16.56629 -9.65116 0.20 0.15 0.25 0.07
H 5.47649 17.08064 -10.63503 0.20 -0.48 0.43 0.10
H 3.79825 18.81183 -8.82408 -0.31 0.09 0.24 0.14
H 4.06527 19.09679 -10.53549 0.15 0.27 -0.24 0.14
H 5.42608 20.90232 -8.25241 -0.06 0.51 -0.14 0.09
H 5.26205 21.05889 -10.07623 -0.32 0.10 0.15 0.10
H 6.84111 20.73157 -9.39140 0.01 1.03 0.44 0.09
H 4.58505 15.62623 -8.54986 -0.06 -0.63 -0.58 0.05
H 4.46464 16.96216 -7.88027 0.14 0.85 0.33 0.07
C 7.92616 11.25861 -3.68003 -1.11 0.06 -1.88 -0.16
C 7.03505 11.38291 -4.92813 2.19 0.41 -1.14 -0.20
O 5.64556 11.61173 -4.64948 -0.26 0.40 1.09 -0.13
O 7.83281 12.52897 -3.04968 -1.24 -0.81 2.01 -0.10
H 8.97334 11.12818 -3.95300 -0.16 -0.55 -0.19 0.15
H 7.49882 10.37478 -3.20641 0.46 0.50 1.39 0.14
H 7.18307 10.60323 -5.67532 -0.32 -0.31 0.31 0.15
H 7.44035 12.27477 -5.40605 -0.46 0.15 -0.45 0.10
H 5.09355 10.98740 -5.12602 -0.03 -0.15 -0.16 0.12
H 7.95679 13.21836 -3.70617 0.30 0.26 -0.38 0.04
C 2.13888 13.75822 -7.26951 -2.42 -0.13 0.72 -0.25
C 1.16433 14.88802 -7.54167 -0.53 0.91 -1.33 -0.22
O 1.34482 16.16155 -6.93594 0.22 -0.55 0.86 -0.05
O 3.42895 14.15206 -7.45337 1.29 0.10 -1.32 -0.10
H 1.82706 12.94278 -7.92214 0.29 -0.06 -0.36 0.13
H 2.04132 13.33330 -6.27051 -0.27 0.04 0.52 0.12
H 0.11006 14.62620 -7.45187 0.06 -0.49 0.33 0.13
H 1.29181 15.14322 -8.59368 -0.03 -0.50 -0.39 0.10
H 2.06448 16.11428 -6.30233 0.30 0.38 0.01 0.03
H 3.77355 14.39317 -6.59040 0.47 0.11 0.45 0.00
C 9.83353 17.14971 -3.71470 0.08 0.30 1.79 -0.20
C 9.19279 17.74791 -2.43959 0.41 -0.35 -0.05 -0.27
O 9.68997 19.03207 -2.18096 0.18 0.49 -0.38 -0.03
O 9.57070 15.72926 -3.69904 0.20 0.70 -0.74 -0.07
H 10.91509 17.28425 -3.69936 -0.03 -0.24 0.17 0.13
H 9.46927 17.79674 -4.51267 -0.37 -0.74 -0.69 0.11
H 9.41509 17.14473 -1.55933 0.08 -0.47 -0.08 0.11
H 8.11840 17.70643 -2.61874 -0.36 0.29 0.06 0.10
H 9.01257 19.66524 -1.93227 -0.12 -0.15 -0.07 0.09
H 8.62845 15.57530 -3.79940 -0.30 0.19 -0.19 0.03
C 3.92291 18.61040 -5.24521 1.76 1.61 -0.02 -0.20
C 5.31108 19.29963 -5.50048 -0.33 0.41 -1.21 -0.18
O 6.55466 18.63585 -5.21446 -0.93 0.94 1.61 -0.09
O 3.83962 17.44716 -6.03222 -1.51 -0.01 0.45 -0.09
H 3.16979 19.36175 -5.48263 -0.06 -0.15 -1.25 0.13
H 3.62709 18.57538 -4.19671 0.61 -1.16 0.51 0.09
H 5.25535 20.33091 -5.15196 0.48 -0.17 0.80 0.12
H 5.44210 19.44667 -6.57252 -0.97 0.02 -0.48 0.09
H 6.40427 17.73625 -5.51400 0.34 -0.63 -0.06 -0.02
H 4.61633 16.90043 -5.89292 0.47 0.01 0.20 0.02
C 5.84480 11.28298 -8.37391 -0.43 -1.26 0.23 -0.23
C 4.82459 11.54083 -9.45405 1.99 -2.12 -1.76 -0.28
O 4.59891 12.85682 -9.55382 -1.66 2.60 -0.07 -0.05
O 6.96254 12.11676 -8.35767 0.38 -1.21 -0.56 -0.09
H 6.15534 10.23876 -8.40985 0.14 -0.16 -0.07 0.13
H 5.27014 11.38994 -7.45390 -0.04 0.17 0.64 0.10
H 4.01474 10.81390 -9.39224 -0.74 0.35 0.60 0.13
H 5.19303 11.33167 -10.45835 0.69 -0.68 0.00 0.13
H 4.16579 13.17353 -8.75777 -0.18 0.60 0.44 0.04
H 6.79190 12.79611 -7.70119 -0.12 0.64 0.39 -0.02
C 7.27730 14.72662 -0.92810 2.07 0.49 -1.25 -0.04
O 6.09067 15.01023 -1.65037 -0.85 -0.32 -0.85 -0.32
C 5.53438 16.29858 -1.37479 -2.87 -1.35 1.58 -0.15
C 4.22848 16.53180 -2.14429 2.30 0.67 -1.31 -0.16
N 3.47236 15.27997 -2.42971 0.94 1.05 1.57 -0.13
C 2.27599 15.65494 -3.14363 -1.58 -1.47 -1.75 -0.19
C 1.19248 16.48411 -2.40934 0.52 -1.06 -1.66 -0.22
O 1.54593 17.80819 -2.47431 0.18 1.21 0.41 -0.20
C 0.50521 18.67540 -1.99817 0.76 -0.37 1.07 -0.05
H 8.08578 14.88356 -1.64212 0.32 0.16 -0.08 0.08
H 7.40763 13.66330 -0.72690 -0.64 0.24 0.87 0.10
H 7.46009 15.51058 -0.19318 -0.34 -0.78 0.69 0.12
H 6.21124 17.13816 -1.21642 0.13 -0.26 -0.65 0.15
H 4.93848 16.13264 -0.47731 1.36 0.02 1.46 0.13
H 4.47229 16.97835 -3.10827 -0.53 0.13 -0.14 0.11
H 3.75460 17.24545 -1.47030 -0.78 0.03 -0.70 0.14
H 3.06014 14.99356 -1.55326 0.35 -0.45 0.81 0.13
H 1.86993 14.67905 -3.40981 -0.87 -0.19 0.24 0.12
H 2.57180 15.93766 -4.15390 -0.10 1.17 0.20 0.10
H 1.00795 16.06472 -1.42032 0.31 0.19 0.65 0.13
H 0.24374 16.33411 -2.92461 -0.15 -0.23 -0.33 0.14
H 0.15283 18.26665 -1.05115 -0.60 -0.27 -0.07 0.09
H -0.29883 18.78691 -2.72563 0.12 0.19 0.05 0.10
H 0.98594 19.58621 -1.64123 -0.14 0.30 -0.82 0.10
```
Forces are in eV/Å.

Properties
* expectation value of S²: 6.0076
* spin multiplicity: 5
* orbital gap (spin up / spin down): 5.9522 / 5.3151 eV
* charge: +2
* lowest unoccupied orbital energy (spin up / spin down): -6.409 / -6.409 eV
* total energy: -4405.2058 Ha